1.
DFT (wB97M-V/def2-TZVPD) results for 2 unconnected molecules or ions with the total composition C2H8NOS2 in a non-equilibrium geometry.

Values from the calculation:
LUMO (eV): -4.311
Net charge: +1
Kohn-Sham gap (eV): 9.49
Relative energy (zero: lowest compared OMol25 entry of this formula, charge and spin) (kcal/mol): 22.94
Highest occupied orbital energy (eV): -13.80
E_tot (a.u.): -1007.08833

Last column: Löwdin charge in e.
Positions of all 14 atoms, in Å:
C: -1.42374 0.10950 0.51916  -0.386
C: -0.21996 -0.83107 0.23458  -0.588
N: 0.55302 -1.20050 1.19118  0.201
O: -0.11039 -1.45544 -0.88141  0.088
S: -2.00479 0.86850 -1.08924  0.827
S: 1.82148 0.74688 -0.83617  0.644
H: -1.18363 0.75416 1.38565  0.108
H: -2.30937 -0.32194 0.94641  0.084
H: 0.73051 -0.43042 1.92274  0.187
H: 1.43658 -1.80077 1.04020  0.200
H: 2.86429 1.14564 -1.61325  -0.137
H: -0.79592 -1.19890 -1.55324  0.124
H: -0.99113 1.66919 -0.92088  -0.164
H: 1.63304 1.94518 -0.34574  -0.188

2.
DFT (wB97M-V/def2-TZVPD) results for a gas-phase ion, C6H17N4O (charge +1).

Values from the calculation:
LUMO (eV): -3.582
Structure (SMILES): NC(N)(N)C[C@H]1C[NH2+]CCO1
Net charge: +1
Kohn-Sham gap (eV): 8.63
Relative energy (zero: lowest compared OMol25 entry of this formula, charge and spin) (kcal/mol): 54.36
Highest occupied orbital energy (eV): -12.21
E_tot (a.u.): -532.82075

Last column: Löwdin charge in e.
Positions of all 28 atoms, in Å:
N: -1.23349 0.05590 2.50149  0.088
C: -0.05663 -0.64730 1.99752  -0.680
N: 1.08632 0.23136 1.88083  0.098
N: 0.33994 -1.60223 3.02618  0.079
C: -0.36057 -1.38262 0.65443  -0.060
C: -0.17579 -0.69922 -0.68858  -0.337
C: -1.01392 0.57447 -0.79736  -0.039
N: -0.61475 1.44780 -1.97579  0.087
C: 0.85971 1.43847 -2.32403  -0.067
C: 1.40989 0.04039 -2.21636  -0.174
O: 1.18911 -0.47831 -0.93447  -0.072
H: -1.22725 1.05036 2.34982  0.066
H: -2.12409 -0.35059 2.25948  0.074
H: 1.35100 0.49787 2.82260  0.093
H: 0.87758 1.08209 1.37332  0.063
H: 1.11735 -2.15901 2.69078  0.084
H: -0.42619 -2.22306 3.25562  0.083
H: -1.40336 -1.70799 0.69297  0.125
H: 0.23608 -2.29185 0.61454  0.127
H: -0.55624 -1.39451 -1.45158  0.158
H: -0.98171 1.19725 0.09038  0.115
H: -2.04971 0.28467 -0.95771  0.147
H: -1.15969 1.20280 -2.80115  0.184
H: -0.87028 2.40847 -1.75518  0.180
H: 0.96381 1.83987 -3.32922  0.142
H: 1.35970 2.10697 -1.62748  0.145
H: 0.97742 -0.61059 -2.98606  0.142
H: 2.48577 0.08853 -2.36499  0.149

3.
DFT (wB97M-V/def2-TZVPD) results for 2 unconnected molecules or ions with the total composition C6H15NO in a non-equilibrium geometry.

Values from the calculation:
LUMO (eV): 0.862
Structure (SMILES): CC(C)=C(C)N.CO
Kohn-Sham gap (eV): 8.35
Relative energy (zero: lowest compared OMol25 entry of this formula, charge and spin) (kcal/mol): 49.77
Highest occupied orbital energy (eV): -7.49
E_tot (a.u.): -367.55199

Last column: Löwdin charge in e.
Positions of all 23 atoms, in Å:
C: 1.33287 -1.67034 1.33048  -0.173
O: 1.60485 -0.80467 2.41622  -0.137
H: 2.01118 -0.00543 2.06514  0.057
H: 0.72302 -2.48088 1.72679  0.078
H: 2.25952 -2.11739 0.95081  0.069
H: 0.84142 -1.04397 0.41726  0.099
C: -1.69957 0.08962 1.02901  -0.036
C: 0.54044 0.45238 -2.11856  -0.078
C: 0.75543 1.58894 0.13020  -0.080
C: -1.21046 0.12244 -0.37819  -0.380
C: 0.06348 0.51832 -0.68219  -0.366
N: -1.96637 -0.62646 -1.27615  0.103
H: -1.75964 -0.47446 -2.25044  0.070
H: -2.95959 -0.65360 -1.06520  0.091
H: -1.92173 1.08703 1.39618  0.082
H: -2.58611 -0.52958 1.13069  0.075
H: -0.88906 -0.33477 1.66825  0.079
H: 0.64249 -0.58370 -2.44894  0.077
H: 1.50551 0.94084 -2.22566  0.070
H: -0.14164 0.95838 -2.80770  0.077
H: 0.56773 2.58530 -0.27743  0.085
H: 0.45006 1.55686 1.17189  0.064
H: 1.83617 1.42515 0.09756  0.074

4.
DFT (wB97M-V/def2-TZVPD) results for 3 unconnected molecules or ions with the total composition C18H39FN3O4 in a non-equilibrium geometry.

Values from the calculation:
LUMO (eV): 2.192
Net charge: -1
Kohn-Sham gap (eV): 3.87
Highest occupied orbital energy (eV): -1.67
E_tot (a.u.): -1274.24837

Last column: Löwdin charge in e.
Positions of all 65 atoms, in Å:
C: 2.01095 2.54440 0.45852  -0.004
C: 1.07993 1.50090 1.02840  -0.486
O: 1.47483 0.74440 1.89541  0.072
N: -0.25501 1.38828 0.54141  -0.112
C: -0.80234 2.67856 0.11478  -0.092
C: -0.32906 0.45522 -0.60712  -0.192
C: 0.30099 -0.90414 -0.39683  -0.187
C: 1.80381 -0.95212 -0.72532  -0.226
C: 2.14028 -1.97965 -1.79925  -0.289
C: 1.53122 -1.65382 -3.18202  -0.228
C: 2.57243 -0.94334 -4.08964  -0.228
C: 2.31064 0.51875 -4.04872  -0.462
O: 2.60722 1.33508 -3.18867  0.038
F: 1.51388 0.94939 -5.08913  0.028
H: 1.84699 2.68908 -0.60294  0.071
H: 3.01406 2.17328 0.59588  0.084
H: 1.90101 3.50106 0.95646  0.078
H: -1.81563 2.56215 -0.24141  0.083
H: -0.74584 3.39381 0.92278  0.051
H: -0.23131 3.10592 -0.71290  0.079
H: -1.38851 0.32317 -0.81196  0.113
H: 0.09484 0.90994 -1.50535  0.116
H: 0.11653 -1.26792 0.60698  0.105
H: -0.21239 -1.58700 -1.06706  0.101
H: 2.35194 -1.16877 0.19370  0.095
H: 2.12134 0.03718 -1.04483  0.084
H: 1.77954 -2.95478 -1.46827  0.066
H: 3.22564 -2.01471 -1.87928  0.084
H: 0.71827 -0.93835 -3.02384  0.013
H: 3.58951 -1.09505 -3.74439  0.095
H: 2.50905 -1.27961 -5.12263  0.072
C: -0.39469 -8.45113 -2.07309  -0.078
C: -0.21612 -7.60304 -0.81701  -0.437
C: -0.04442 -6.10107 -1.08859  -0.219
O: 1.22099 -5.72343 -1.57340  -0.197
C: 1.41812 -5.91624 -2.96448  -0.104
N: 0.89099 -8.15065 -0.02548  0.031
H: 0.55135 -8.62627 -2.58311  0.062
H: -0.80383 -9.42764 -1.80973  0.069
H: -1.08068 -7.97558 -2.77641  0.076
H: -1.13022 -7.70804 -0.22381  0.130
H: -0.15273 -5.57568 -0.13528  0.122
H: -0.83436 -5.72473 -1.75235  0.122
H: 0.49707 -5.75087 -3.52817  0.088
H: 1.80477 -6.92260 -3.15867  0.069
H: 2.15647 -5.18914 -3.29734  0.082
H: 0.93071 -7.66545 0.86579  0.067
H: 1.75433 -7.88515 -0.49188  0.067
C: -3.80007 5.97903 2.81021  -0.071
C: -2.63204 5.28335 3.50406  -0.427
C: -2.24249 5.91078 4.84985  -0.210
O: -1.53214 7.13100 4.76017  -0.189
C: -2.32575 8.28043 4.54421  -0.112
N: -1.50438 5.20871 2.57261  0.044
H: -3.49133 6.89983 2.31624  0.064
H: -4.21567 5.32843 2.04143  0.076
H: -4.59753 6.21735 3.51750  0.075
H: -2.94746 4.25871 3.72066  0.138
H: -1.56352 5.22190 5.35800  0.122
H: -3.12198 6.03356 5.49708  0.118
H: -3.28763 8.20579 5.06043  0.088
H: -2.49589 8.45767 3.47969  0.075
H: -1.77997 9.13474 4.94472  0.085
H: -0.77133 4.63787 2.98517  0.077
H: -1.09338 6.13629 2.50824  0.074

> Which of these has the highest E_tot?

C6H15NO

> LUMO of number 3 (C6H15NO)?

0.862 eV

> Among the records above, which one has the lowest LUMO?

C2H8NOS2